{
  "formula": "C9H21Cl8NO5Y",
  "method": "the ωB97M-V functional and the def2-TZVPD basis",
  "charge": 2,
  "lumo_ev": [-10.91, -10.89],
  "e_homo_ev": [-14.33, -14.33],
  "orbital_gap_ev": [3.42, 3.44],
  "s2": 0.751,
  "spin_multiplicity": 2,
  "largest_force_ha_per_bohr": 0.1095,
  "species": ["C", "C", "C", "O", "C", "N", "H", "H", "H", "H", "H", "H", "H", "H", "H", "H", "H", "H", "Y", "Cl", "O", "O", "O", "O", "Cl", "C", "C", "Cl", "H", "H", "H", "H", "Cl", "C", "C", "Cl", "H", "H", "H", "H", "C", "Cl", "Cl", "Cl", "H"],
  "coordinates": [[12.2103, 0.1339, -12.3157], [13.1609, 0.4482, -13.4251], [13.5859, 1.9417, -13.6984], [14.3197, 1.9972, -14.8985], [14.9146, 3.2067, -15.3076], [14.4685, -0.2996, -13.2440], [15.0259, 0.1948, -12.5620], [14.4900, -1.1651, -12.7239], [15.0648, -0.2804, -14.0589], [11.2582, 0.6005, -12.5687], [12.6170, 0.6049, -11.4208], [12.1119, -0.9122, -12.0259], [12.7504, 0.1176, -14.3792], [14.0512, 2.3931, -12.8222], [12.8413, 2.7232, -13.8497], [15.7551, 3.0883, -15.9914], [15.0959, 3.7655, -14.3894], [14.2264, 3.8647, -15.8382], [17.8898, -1.0189, -10.1951], [17.9160, -1.7680, -14.1740], [17.9562, -0.3203, -14.3204], [16.7852, -2.2786, -14.8576], [19.0999, -2.3950, -14.6312], [17.8034, -2.0544, -12.7540], [20.3049, 2.9582, -14.5443], [19.3485, 2.8352, -12.9754], [17.8520, 3.0387, -13.2545], [17.5784, 4.7800, -13.4512], [19.7228, 3.5505, -12.2430], [19.5233, 1.8401, -12.5663], [17.2294, 2.7303, -12.4147], [17.6899, 2.4611, -14.1646], [18.3712, -7.2683, -11.5712], [18.2144, -5.6828, -12.5326], [17.6744, -5.6966, -13.9387], [18.6939, -6.4779, -15.1630], [19.1874, -5.2059, -12.4150], [17.5728, -5.0694, -11.9001], [17.4286, -4.7587, -14.4367], [16.7457, -6.2631, -13.8699], [19.2239, 0.5798, -17.8328], [19.0447, 0.0371, -19.4610], [18.8580, 2.3346, -17.8010], [20.8274, 0.1440, -17.0433], [18.4417, 0.0905, -17.2522]],
  "forces_ev_per_a": [[0.51, 0.96, 0.87], [-0.04, 0.75, -1.88], [-0.44, 0.92, -0.47], [0.66, -2.56, -0.06], [-0.83, 1.52, 0.77], [0.68, 0.89, 1.19], [0.21, 1.32, 0.10], [-0.97, -1.26, -1.02], [0.20, -0.49, -0.95], [-0.07, -0.28, 0.29], [-0.34, 0.34, 0.35], [-0.20, -0.13, -0.69], [0.20, -0.33, -0.02], [1.12, -0.32, 0.40], [-1.43, -0.83, 0.30], [0.16, -0.52, 0.56], [0.96, 0.21, -0.16], [-0.52, -0.29, -0.23], [0.53, -0.98, -2.32], [1.71, 1.55, -4.35], [-0.16, -0.60, 0.72], [-1.02, -0.20, 0.54], [-0.13, 0.28, 0.44], [-0.79, 0.10, 5.58], [-0.75, -0.07, 1.50], [0.17, 0.09, -0.50], [1.50, 0.17, -0.18], [-0.30, -0.08, -0.24], [0.11, 0.13, -0.32], [0.08, -0.33, -0.21], [-0.03, -0.25, 0.03], [-0.72, 0.28, 0.00], [-0.32, 1.11, -1.24], [0.89, 0.49, 1.20], [-0.67, -1.22, -0.29], [0.28, -0.26, 0.24], [0.19, -0.29, -0.46], [-0.47, -0.11, -0.10], [0.16, 0.39, 0.92], [-0.06, -0.10, -0.33], [0.03, 0.14, 0.82], [0.40, -0.43, -0.47], [0.39, -0.36, 0.35], [-1.27, 0.50, -0.79], [0.40, 0.13, 0.10]],
  "lowdin_spin": [0.000, 0.000, 0.000, 0.000, 0.000, 0.002, 0.006, 0.001, 0.000, 0.000, 0.000, 0.000, 0.000, 0.000, 0.000, 0.000, 0.000, 0.000, 0.979, 0.002, 0.000, 0.000, 0.000, 0.008, 0.000, 0.000, 0.000, 0.000, 0.000, 0.000, 0.000, 0.000, 0.000, 0.000, 0.000, 0.000, 0.000, 0.000, 0.000, 0.000, 0.000, 0.000, 0.000, 0.000, 0.000]
}

***

{
  "formula": "C3H3O3P",
  "method": "the ωB97M-V functional and the def2-TZVPD basis",
  "charge": 0,
  "lumo_ev": [0.71, -0.78],
  "e_above_lowest_kj_mol": 0.0,
  "e_homo_ev": [-7.90, -9.81],
  "orbital_gap_ev": [8.61, 9.03],
  "s2": 2.003,
  "spin_multiplicity": 3,
  "largest_force_ha_per_bohr": 0.0563,
  "species": ["C", "C", "C", "O", "O", "O", "P", "H", "H", "H"],
  "coordinates": [[1.8887, 0.8905, 3.3532], [-0.4113, 1.2749, 0.2394], [0.7517, 1.2075, -0.3882], [0.9685, 0.3446, 3.7285], [2.8666, 1.3862, 2.9892], [1.8450, 0.9336, 0.3465], [3.3476, 0.9807, -0.2314], [-0.5805, 1.2295, 1.3848], [-1.2837, 1.5783, -0.3211], [0.8866, 1.0828, -1.5016]],
  "forces_ev_per_a": [[2.22, 0.68, -0.73], [-1.02, 0.89, 1.48], [-1.00, -1.13, -0.88], [-2.52, -1.14, 0.87], [0.36, 0.49, -0.05], [0.57, -0.15, 0.68], [1.00, -0.02, -0.32], [0.76, 0.02, -2.15], [-0.09, -0.35, -0.14], [-0.28, 0.71, 1.25]],
  "lowdin_spin": [0.002, 0.028, 0.034, 0.001, 0.023, 0.368, 1.523, 0.002, 0.003, 0.016]
}